Entry 1:
{
  "formula": "C10H10N4O3PdS",
  "method": "ωB97M-V/def2-TZVPD",
  "symbols": ["Pd", "O", "N", "C", "C", "C", "C", "C", "S", "H", "H", "H", "H", "O", "N", "C", "C", "N", "C", "N", "C", "C", "O", "H", "H", "H", "H", "H", "H"],
  "xyz": [[9.19, 7.00, 6.99], [8.45, 5.86, 8.57], [7.51, 6.59, 9.19], [6.55, 5.92, 9.89], [5.54, 6.61, 10.59], [5.59, 7.98, 10.61], [6.54, 8.65, 9.89], [7.58, 7.97, 9.28], [8.82, 8.73, 8.44], [6.61, 4.85, 9.78], [4.79, 6.03, 11.10], [4.89, 8.50, 11.23], [6.61, 9.73, 9.79], [9.19, 4.59, 5.48], [9.94, 5.50, 5.89], [11.25, 5.59, 5.45], [12.24, 6.23, 6.19], [13.17, 6.76, 6.69], [11.70, 5.01, 4.28], [12.02, 4.57, 3.25], [5.00, 5.62, 4.82], [6.23, 6.43, 5.17], [6.94, 5.79, 6.29], [4.45, 6.04, 3.96], [4.31, 5.54, 5.66], [5.31, 4.60, 4.54], [5.95, 7.43, 5.53], [6.96, 6.54, 4.34], [7.54, 5.09, 5.94]],
  "mulliken_spin": [1.21, 0.13, 0.00, 0.00, 0.00, 0.00, 0.00, 0.00, 0.07, 0.00, 0.00, 0.00, 0.00, 0.51, 0.72, 0.18, -0.01, 0.08, -0.02, 0.10, 0.00, 0.00, 0.03, 0.00, 0.00, 0.00, 0.00, 0.00, 0.00],
  "s_squared": 3.77,
  "charge": -1,
  "e_lumo_ev": [2.56, 1.34],
  "multiplicity": 4,
  "gap_ha": [0.198, 0.210]
}

---

Entry 2:
{
  "formula": "C2H4O2S",
  "method": "ωB97M-V/def2-TZVPD",
  "symbols": ["O", "C", "O", "C", "S", "H", "H", "H", "H"],
  "xyz": [[-2.05, -0.44, 0.62], [-1.47, 0.62, 0.33], [-0.21, 0.73, -0.18], [0.49, -0.53, -0.33], [2.18, -0.08, -0.79], [-1.98, 1.55, 0.57], [0.45, -1.16, 0.56], [-0.01, -1.12, -1.13], [2.60, 0.43, 0.36]],
  "nbo_charge": [-0.59, 0.63, -0.51, -0.23, -0.01, 0.14, 0.22, 0.22, 0.13],
  "charge": 0,
  "e_lumo_ev": 0.77,
  "smiles": "O=COCS",
  "de_lowest_kcal_mol": 17.7,
  "gap_ha": 0.387
}

---

Entry 3:
{
  "formula": "C38H37FN2PdS",
  "method": "ωB97M-V/def2-TZVPD",
  "symbols": ["Pd", "C", "C", "C", "C", "C", "C", "C", "C", "C", "C", "C", "C", "N", "C", "C", "C", "C", "C", "C", "F", "H", "H", "H", "H", "H", "H", "H", "H", "H", "H", "H", "H", "H", "H", "H", "H", "H", "H", "H", "H", "H", "C", "C", "C", "C", "C", "C", "C", "C", "H", "H", "H", "H", "H", "N", "S", "C", "C", "C", "C", "C", "C", "C", "C", "C", "C", "C", "C", "H", "H", "H", "H", "H", "H", "H", "H", "H", "H", "H"],
  "xyz": [[-0.36, 0.22, -0.84], [-1.34, 2.92, 1.60], [-0.79, 4.01, 0.69], [0.74, 4.08, 0.78], [-1.39, 3.91, -0.71], [-2.42, 4.79, -1.02], [-3.11, 4.71, -2.22], [-2.78, 3.71, -3.11], [-1.75, 2.81, -2.87], [-1.60, 1.69, -3.90], [-0.21, 1.16, -4.23], [-2.53, 0.54, -3.51], [-1.03, 2.95, -1.67], [0.11, 2.12, -1.40], [1.29, 2.56, -1.94], [1.41, 3.77, -2.67], [2.62, 4.19, -3.18], [3.77, 3.44, -2.98], [3.70, 2.26, -2.26], [2.49, 1.85, -1.76], [2.47, 0.70, -1.06], [-1.03, 3.10, 2.64], [-0.95, 1.94, 1.32], [-2.43, 2.89, 1.57], [-1.17, 4.97, 1.08], [1.19, 3.10, 0.65], [1.02, 4.43, 1.78], [1.16, 4.77, 0.05], [-2.69, 5.55, -0.29], [-3.90, 5.41, -2.44], [-3.34, 3.62, -4.04], [-1.99, 2.12, -4.82], [0.21, 0.56, -3.43], [0.49, 1.95, -4.48], [-0.30, 0.50, -5.10], [-2.23, 0.08, -2.56], [-2.50, -0.25, -4.27], [-3.56, 0.88, -3.40], [0.52, 4.36, -2.83], [2.66, 5.12, -3.74], [4.72, 3.78, -3.38], [4.57, 1.65, -2.08], [-1.02, -1.68, -0.87], [-1.26, -2.87, -0.78], [-1.44, -4.28, -0.60], [-0.88, -5.20, -1.49], [-1.02, -6.56, -1.27], [-1.72, -7.03, -0.17], [-2.28, -6.13, 0.72], [-2.15, -4.76, 0.50], [-0.33, -4.83, -2.35], [-0.58, -7.26, -1.98], [-1.83, -8.10, 0.00], [-2.83, -6.48, 1.58], [-2.59, -4.05, 1.19], [0.71, -0.03, 1.16], [0.05, -1.04, 2.19], [0.73, -2.69, 1.99], [1.49, -2.99, 0.88], [1.94, -4.29, 0.69], [1.63, -5.27, 1.61], [0.86, -4.96, 2.73], [0.41, -3.67, 2.92], [0.71, -0.67, 3.81], [-0.10, 0.05, 4.66], [0.39, 0.45, 5.90], [1.69, 0.11, 6.27], [2.50, -0.62, 5.40], [2.01, -1.01, 4.17], [1.72, -0.06, 1.17], [1.69, -2.22, 0.14], [2.53, -4.53, -0.19], [1.97, -6.29, 1.46], [0.61, -5.73, 3.45], [-0.20, -3.43, 3.78], [-1.10, 0.32, 4.36], [-0.24, 1.01, 6.58], [2.07, 0.41, 7.23], [3.50, -0.88, 5.70], [2.63, -1.60, 3.49]],
  "mulliken_spin": [1.08, 0.00, 0.00, 0.01, 0.00, 0.00, 0.01, 0.00, -0.03, 0.00, 0.02, -0.02, 0.02, 0.57, -0.05, 0.13, -0.06, 0.14, -0.08, 0.13, 0.01, 0.00, 0.00, 0.00, 0.00, 0.00, 0.00, 0.00, 0.00, 0.00, 0.00, 0.00, 0.00, 0.00, 0.00, 0.04, -0.01, 0.00, 0.01, 0.00, 0.01, 0.00, -0.02, 0.01, 0.00, 0.00, 0.00, 0.00, 0.00, 0.00, 0.00, 0.00, 0.00, 0.00, 0.00, 0.12, -0.01, 0.00, -0.01, 0.00, 0.00, 0.00, 0.00, 0.00, 0.00, 0.00, 0.00, 0.00, 0.00, -0.02, 0.00, 0.00, 0.00, 0.00, 0.00, 0.00, 0.00, 0.00, 0.00, 0.00],
  "s_squared": 2.03,
  "charge": 0,
  "e_lumo_ev": [0.60, -1.63],
  "multiplicity": 3,
  "de_lowest_kcal_mol": 0.0,
  "gap_ha": [0.284, 0.211]
}

---

Entry 4:
{
  "formula": "C10H14OSi",
  "method": "ωB97M-V/def2-TZVPD",
  "symbols": ["C", "C", "C", "C", "C", "C", "C", "C", "C", "C", "O", "Si", "H", "H", "H", "H", "H", "H", "H", "H", "H", "H", "H", "H", "H", "H"],
  "xyz": [[1.26, -2.62, -1.87], [2.25, -1.79, -1.34], [-0.05, -2.53, -1.55], [1.84, -0.72, -0.54], [-0.45, -1.56, -0.60], [0.53, -0.73, -0.11], [-0.61, 1.99, -0.76], [-0.75, 2.74, 0.52], [0.31, 1.71, 0.37], [0.18, 0.37, 0.92], [-2.61, -0.06, 1.19], [-1.32, 0.02, 2.11], [1.58, -3.41, -2.60], [3.33, -1.73, -1.63], [-0.82, -3.21, -1.96], [2.60, -0.11, -0.11], [-1.50, -1.48, -0.22], [-1.24, 1.18, -1.03], [-0.11, 2.63, -1.52], [-0.43, 3.87, 0.53], [-1.52, 2.54, 1.13], [1.30, 2.11, 0.24], [1.71, 0.15, 2.24], [-2.70, 0.72, 0.63], [-1.32, 1.20, 3.20], [-1.46, -1.29, 2.75]],
  "nbo_charge": [-0.23, -0.19, -0.20, -0.20, -0.23, -0.13, -0.42, -0.40, -0.36, -0.35, -1.09, 1.44, 0.21, 0.22, 0.22, 0.22, 0.24, 0.22, 0.23, 0.23, 0.19, 0.23, 0.02, 0.49, -0.20, -0.19],
  "charge": 0,
  "e_lumo_ev": [-0.31, -0.31],
  "de_lowest_kcal_mol": 99.2,
  "gap_ha": [0.311, 0.311]
}